Entry 1:
22
Properties=species:S:1:pos:R:3:forces:R:3:nbo_charge:R:1 method="wB97M-V/def2-TZVPD" homo_ev=-13.54 gap_ev=10.7 de_lowest_ev=0.710 smiles=CNC[C@@H](C)[NH2+]C charge=+1 max_force_ev_per_a=1.6 spin_multiplicity=1 e_lumo_ev=-2.8
N -0.915 -0.131 -0.767 0.885 -0.334 0.453 -0.537
N 1.557 -0.752 -0.094 0.268 -1.049 -0.764 -0.670
C -0.651 0.071 0.712 0.749 0.306 -0.661 -0.044
C 0.909 0.124 0.858 -0.273 0.368 -0.582 -0.234
C -1.327 1.326 1.230 -0.380 -1.125 1.028 -0.649
C -2.268 -0.571 -1.209 0.602 -0.156 0.439 -0.411
C 2.896 -0.365 -0.605 -0.704 0.551 0.626 -0.405
H 3.541 -0.053 0.218 0.149 0.061 -0.056 0.195
H -2.371 1.426 0.940 0.078 0.083 -0.504 0.234
H -2.563 -1.445 -0.639 0.224 -0.296 -0.123 0.231
H -0.933 -0.856 1.213 -0.642 0.093 -0.175 0.219
H 2.771 0.462 -1.300 0.231 0.025 -0.140 0.198
H -0.745 2.218 1.033 -0.071 0.160 -0.023 0.233
H -0.619 0.691 -1.296 -0.297 0.299 0.212 0.420
H 3.348 -1.218 -1.093 -0.012 -0.066 -0.219 0.224
H -0.105 -0.779 -0.979 -0.401 -0.093 -0.237 0.466
H -2.141 -0.791 -2.263 -0.626 0.009 -0.079 0.237
H 1.230 1.135 0.586 0.055 0.025 0.423 0.203
H -3.005 0.185 -0.965 0.070 0.301 -0.418 0.233
H 1.153 -0.121 1.887 0.106 0.324 0.235 0.221
H 1.678 -1.701 0.229 -0.384 -0.028 0.435 0.382
H -1.441 1.146 2.303 0.373 0.542 0.127 0.253


Entry 2:
44
Properties=species:S:1:pos:R:3:forces:R:3:nbo_charge:R:1 method="wB97M-V/def2-TZVPD" homo_ev=8.34 gap_ev=1.2 charge=-5 max_force_ev_per_a=4.7 spin_multiplicity=1 e_lumo_ev=9.6
Ca -0.839 -1.633 0.329 0.656 0.250 0.168 1.819
P -2.138 -4.042 1.292 1.395 -0.588 2.088 2.493
F -4.082 0.934 -1.117 0.163 0.374 -0.136 -0.330
F 4.071 -2.147 0.733 -0.138 0.596 -0.024 -0.326
F -3.795 2.265 -2.790 -0.377 0.196 -0.325 -0.388
F 4.846 -0.145 1.035 0.193 0.196 0.052 -0.377
F -2.854 2.726 -0.904 0.027 -0.645 -0.517 -0.340
F 4.429 -1.473 2.724 0.238 0.517 -0.016 -0.388
O 0.036 -2.983 -1.456 0.973 -0.795 -0.684 -0.539
O 2.262 0.789 2.088 1.566 1.134 0.550 -0.539
O -0.805 -3.310 1.759 1.129 -0.961 0.352 -1.354
O -1.114 0.279 -1.255 -2.975 0.718 -0.554 -0.840
O -0.381 -4.556 -2.877 0.637 0.218 0.017 -0.594
O -2.940 -4.256 2.618 -0.773 0.030 -0.777 -1.284
O -1.917 -0.218 1.970 -0.384 1.352 1.215 -0.525
O 1.532 -4.534 -1.855 0.148 0.299 0.054 -0.578
O -3.018 0.052 3.810 -0.061 0.504 0.161 -0.562
O -1.733 1.656 3.083 -0.169 -0.032 0.132 -0.611
O -1.025 1.678 -2.933 -1.158 1.141 -2.391 -0.573
O -2.584 -2.899 0.341 -2.402 -0.418 -1.220 -1.354
O 1.484 -0.847 0.746 2.740 0.785 -0.219 -0.866
O -1.912 -5.428 0.616 -0.270 0.764 -0.049 -1.275
N -2.227 0.501 2.955 0.427 -1.022 -0.939 0.717
N 0.411 -4.018 -2.046 -1.356 0.045 -0.269 0.731
C -1.949 0.783 -2.164 4.092 -1.120 1.441 0.315
C -0.479 3.020 -4.839 0.379 -0.506 0.119 -0.696
C -3.146 1.688 -1.737 0.173 -0.597 1.356 0.916
C -1.417 1.944 -4.268 0.149 1.109 -0.412 -0.070
C 2.417 -0.571 1.663 -4.099 -2.215 -0.421 0.306
C 2.837 1.098 3.345 -0.352 -0.721 -0.778 -0.066
C 3.940 -1.048 1.502 -0.777 -0.569 -0.454 0.903
C 2.642 2.546 3.660 -0.077 0.569 0.505 -0.611
H 0.473 2.500 -4.977 0.263 0.436 -0.090 0.195
H 3.916 0.894 3.340 0.085 -0.153 0.171 0.129
H 2.093 -1.222 2.494 0.724 0.074 1.034 0.119
H -2.438 2.293 -4.453 -0.184 0.177 0.747 0.141
H 3.226 3.165 2.974 -0.213 0.143 -0.064 0.179
H -0.810 3.431 -5.798 -0.105 -0.219 -0.162 0.143
H 1.591 2.836 3.676 -0.017 -0.077 -0.414 0.234
H 3.001 2.729 4.682 0.206 0.067 0.023 0.156
H -1.382 1.121 -4.998 0.451 -0.712 0.471 0.129
H 2.357 0.491 4.121 0.092 -0.187 0.085 0.162
H -0.319 3.871 -4.175 -0.111 -0.153 0.252 0.193
H -2.259 0.040 -2.917 -0.907 -0.003 -0.075 0.108


Entry 3:
18
Properties=species:S:1:pos:R:3:forces:R:3:nbo_charge:R:1 method="wB97M-V/def2-TZVPD" homo_ev=-11.32 gap_ev=10.3 max_force_ev_per_a=8.8 spin_multiplicity=1 e_lumo_ev=-1.0
S -0.159 1.542 0.173 -1.463 8.275 2.736 2.127
P -1.746 -0.670 0.985 -3.557 -0.561 5.368 2.366
F 2.628 -0.605 -1.982 -2.733 1.196 0.428 -0.310
F 0.475 -1.117 -1.613 1.434 2.450 -0.267 -0.305
F 1.037 0.666 -2.937 0.163 -1.540 2.618 -0.287
F 2.309 0.412 0.477 -2.495 0.782 -2.303 -0.277
F 2.138 2.082 -0.996 -1.773 -2.409 1.004 -0.282
O -2.107 -0.136 2.375 1.716 -1.220 -4.345 -0.995
O -0.534 -1.858 1.046 -3.245 0.649 -2.384 -0.510
O -3.144 -1.494 0.443 3.531 1.941 -0.913 -0.910
O -1.469 0.558 -0.179 2.087 -1.371 1.234 -0.909
O 0.045 1.847 1.613 -0.280 -2.843 -3.348 -0.790
O -0.429 2.854 -0.521 0.535 -4.882 0.404 -0.829
O 0.518 -1.470 1.849 1.909 0.511 1.404 -0.413
C 1.343 -0.045 -1.785 1.760 -1.421 -1.555 0.923
C 1.463 0.929 -0.527 3.168 0.314 -0.312 0.410
H 0.987 -2.316 2.045 -0.760 0.592 -0.356 0.486
H -3.355 -1.180 -0.467 0.003 -0.463 0.588 0.506


Entry 4:
147
Properties=species:S:1:pos:R:3:forces:R:3:lowdin_charge:R:1 method="wB97M-V/def2-TZVPD" homo_ev=-5.88 gap_ev=6.5 charge=-1 max_force_ev_per_a=6.1 spin_multiplicity=1 e_lumo_ev=0.6
Cl 10.591 -6.801 0.468 -0.406 -0.107 0.171 0.481
Cl 4.574 12.245 2.291 0.202 0.482 0.558 0.474
Cl -10.996 3.075 -2.219 0.137 0.419 -0.148 0.526
Cl -1.320 1.552 5.600 -0.136 -0.123 -0.351 0.519
Cl -4.928 2.739 0.492 0.203 0.400 0.015 0.499
Cl 1.266 0.772 -7.156 0.467 -0.282 -0.447 0.475
Cl 6.707 -12.737 -0.741 -0.183 -0.341 0.216 0.508
Cl -12.977 1.119 -5.312 0.143 0.311 -0.272 0.513
Cl -13.013 6.868 3.027 0.098 0.191 -0.357 0.513
Cl -2.503 -5.937 2.658 0.296 0.111 -0.167 0.486
Cl 8.345 -5.005 0.029 0.328 -0.809 0.074 0.595
Cl 3.202 7.028 1.782 0.271 0.230 -0.231 0.513
Cl 5.202 14.031 4.501 0.038 -0.337 -0.129 0.501
Cl -10.663 2.310 -6.613 -0.433 -0.126 -0.095 0.477
Cl 0.347 -5.833 2.081 -0.435 0.176 -0.130 0.524
Cl -13.451 -6.871 4.019 0.211 0.330 0.093 0.511
Cl -0.858 3.061 -2.677 0.105 -0.181 -0.438 0.508
Cl -5.726 5.531 0.311 0.228 -0.215 -0.053 0.508
Cl 8.281 -11.495 5.550 -0.088 0.225 -0.278 0.507
Cl 2.495 -1.026 -9.085 0.056 0.172 0.283 0.500
Cl -15.969 7.796 -5.212 0.092 0.077 0.425 0.516
Cl -7.289 -1.414 6.414 -0.089 0.273 -0.300 0.520
Cl 0.459 0.838 -4.015 -0.340 0.477 0.231 0.508
Cl -1.585 -5.561 -0.077 0.339 0.045 0.357 0.488
Cl -12.922 3.978 -5.851 -0.106 -0.439 -0.226 0.492
Cl -1.268 -3.423 1.870 -0.049 -0.493 -0.080 0.499
Cl 4.120 7.403 -0.954 0.057 0.087 0.429 0.513
Cl 4.105 0.997 -7.751 -0.337 -0.273 0.042 0.513
Cl -0.812 -0.254 3.376 -0.318 0.317 0.199 0.525
Cl -3.546 0.312 4.195 0.310 0.154 -0.062 0.488
Cl -15.653 9.935 -3.265 0.002 -0.430 -0.050 0.516
Cl -14.038 7.525 -3.054 -0.792 0.407 -0.441 0.442
Cl 13.999 -7.640 -5.780 0.349 0.052 0.219 0.511
Cl -5.028 3.557 -9.064 -0.223 -0.273 0.273 0.522
Cl 7.667 -11.231 2.718 0.057 0.222 0.356 0.482
Cl 9.277 -9.208 4.052 -0.325 -0.336 0.127 0.496
Cl -5.318 -3.594 2.213 -0.176 -0.096 -0.420 0.502
Cl -11.505 -0.452 1.259 0.207 -0.304 0.076 0.525
Cl -11.054 -5.369 3.335 -0.361 -0.448 0.703 0.470
Cl 9.249 -5.568 2.737 -0.016 -0.162 -0.329 0.517
Cl -9.389 0.183 5.186 0.489 0.224 0.346 0.490
Cl -11.054 7.022 0.881 -0.397 0.179 0.203 0.496
Cl 4.682 -14.804 -1.044 0.304 0.152 0.249 0.508
Cl 5.206 -13.654 1.577 0.175 -0.145 -0.406 0.498
Cl -13.883 7.369 0.297 0.323 0.080 0.372 0.485
Cl -9.048 5.179 -1.729 -0.318 -0.051 -0.159 0.495
Cl -6.755 2.647 -2.401 -0.164 -0.547 -0.361 0.475
Cl 16.286 -8.939 -4.534 -0.168 0.323 -0.062 0.505
Cl -7.018 0.757 -4.597 0.010 -0.034 0.552 0.499
Cl 4.436 9.542 0.994 -0.010 -0.606 -0.059 0.449
Cl 3.748 -1.236 0.416 -0.502 -0.550 0.139 0.434
Cl -12.438 9.425 1.763 -0.048 -0.415 -0.072 0.514
Cl -4.496 0.979 -3.163 -0.468 0.000 0.049 0.509
Cl 3.109 -1.290 -6.254 -0.105 0.338 -0.342 0.523
Cl -6.644 1.141 -8.933 0.156 0.293 0.247 0.516
Cl -13.185 2.088 -8.047 0.175 0.065 0.364 0.515
Cl -11.507 -3.355 1.067 0.184 0.683 -0.367 0.485
Cl 7.174 -15.400 0.334 -0.283 0.293 -0.067 0.505
Cl 16.545 -6.242 -5.596 -0.241 -0.261 0.182 0.507
Cl -9.970 -2.037 3.156 -0.574 -0.316 -0.858 0.459
Cl -9.111 -1.854 0.382 -0.454 0.124 0.309 0.481
Cl -4.810 -5.399 -0.012 -0.542 0.441 0.168 0.501
Cl -10.046 4.719 -4.423 0.134 0.153 0.681 0.486
Cl 6.052 7.132 1.205 -0.549 0.380 -0.118 0.534
Cl -7.123 -0.710 3.595 0.225 0.289 0.472 0.469
Cl -7.544 -4.833 0.807 0.367 0.009 -0.003 0.498
Cl 7.117 11.998 3.683 -0.447 0.092 0.037 0.513
Cl -4.704 1.709 -6.840 -0.265 0.216 -0.440 0.475
Cl -11.914 -5.552 6.108 -0.142 0.038 -0.391 0.513
Cl 15.016 -4.506 1.697 -0.167 -0.025 -0.375 0.516
Cl 14.960 -3.260 -0.931 -0.154 -0.348 0.223 0.522
Cl 6.438 -9.433 4.647 0.373 -0.227 -0.119 0.515
Cl 14.969 -6.716 -3.197 0.376 -0.338 -1.239 0.452
Cl -3.978 4.383 -1.713 0.015 0.140 0.530 0.484
Cl -6.755 1.336 5.630 -0.246 -0.378 -0.103 0.514
Cl 12.475 -4.067 0.349 0.658 0.036 -0.094 0.505
Cl -16.888 7.421 -2.477 0.308 0.166 -0.220 0.513
Cl 14.321 -6.084 -0.646 -0.251 0.487 1.039 0.454
Cl -5.961 -2.773 -0.503 0.161 -0.491 0.324 0.469
Cl -13.449 -3.968 4.211 0.233 -0.340 0.054 0.506
Cl -1.827 2.137 -5.261 0.293 0.107 0.132 0.463
Cl -1.963 2.372 2.884 -0.094 -0.440 0.338 0.492
Cl -11.794 5.867 -2.400 0.630 -0.601 0.009 0.451
Cl -7.121 3.314 -7.058 0.257 -0.143 -0.212 0.487
Cl -6.810 -0.212 -1.862 0.034 0.490 -0.309 0.478
Cl -2.980 4.843 0.981 -0.368 0.006 -0.307 0.508
Cl 7.900 -7.634 1.194 0.195 0.289 -0.055 0.494
Cl 0.718 3.534 -5.077 -0.316 -0.224 0.217 0.512
Cl 4.649 11.220 5.013 0.189 0.296 -0.318 0.515
P 5.456 2.798 1.137 -1.555 5.393 -2.438 0.818
F 7.192 -1.948 -1.324 -0.337 -0.145 2.009 -0.138
O 6.421 3.018 2.571 -1.333 -2.718 -2.142 -0.287
O 3.868 2.112 1.431 2.334 1.091 0.897 -0.307
O 5.180 4.279 0.561 0.929 -4.882 2.377 -0.471
C 6.411 1.890 -0.298 0.565 -1.212 -0.890 -0.217
C 9.021 -6.252 1.107 -0.185 0.184 -0.247 -1.977
C -6.270 1.043 -3.006 0.100 0.132 -0.057 -1.958
C -1.910 0.996 4.014 0.167 -0.064 -0.114 -1.983
C -7.639 -0.151 5.206 0.069 0.093 -0.053 -1.994
C -12.467 -5.440 4.418 0.124 -0.012 -0.032 -1.999
C -10.523 -1.924 1.466 0.055 -0.078 0.024 -1.960
C 15.450 -7.384 -4.777 -0.072 0.003 -0.022 -1.998
C 6.551 -1.940 0.010 -0.779 -1.649 1.865 -0.288
C -5.908 -4.150 0.626 0.052 -0.141 0.053 -1.971
C -12.597 7.671 1.492 0.055 -0.034 0.026 -2.002
C 14.193 -4.479 0.117 -0.257 0.269 0.134 -1.979
C 2.744 -0.136 -7.561 -0.017 0.004 0.140 -2.002
C 7.916 -10.342 4.242 0.058 0.131 -0.052 -2.009
C 7.050 1.766 3.022 1.184 -1.047 2.021 -0.297
C -10.471 4.710 -2.693 0.115 -0.075 -0.071 -1.964
C 3.129 2.873 2.455 -0.213 0.907 1.263 -0.272
C 1.681 2.178 2.868 0.366 -0.537 0.155 -0.125
C 5.385 12.374 3.872 0.009 -0.127 -0.027 -2.003
C 7.599 -2.029 1.274 0.827 -0.473 -0.440 -0.226
C -15.637 8.169 -3.502 -0.014 0.070 0.002 -1.994
C 5.942 -14.149 0.031 -0.026 0.038 0.019 -2.015
C 5.587 0.530 -0.817 -1.010 1.893 -0.793 -0.244
C 6.139 0.891 4.088 0.326 -0.334 0.031 -0.117
C 8.887 -1.026 1.011 -0.025 -0.018 0.485 -0.118
C -4.403 4.374 0.018 0.076 -0.169 -0.092 -1.988
C -12.437 2.374 -6.456 0.019 0.030 0.053 -1.999
C 4.452 7.776 0.757 0.290 -0.465 -0.101 -1.993
C -1.252 -5.188 1.633 0.142 0.106 0.030 -1.999
C -5.874 2.430 -7.974 0.124 -0.009 0.006 -1.997
C -0.377 2.393 -4.257 0.300 -0.130 0.226 -1.997
B 5.548 -0.672 0.303 0.489 0.814 -1.250 -1.008
H 9.144 -0.362 1.965 -0.485 -1.550 -1.930 0.069
H 2.964 3.986 2.084 0.367 -2.348 0.633 0.096
H 1.145 1.644 1.965 1.239 1.264 1.674 0.073
H 7.060 -1.750 2.301 0.935 -0.589 -2.556 0.113
H 7.993 -3.150 1.370 -0.748 2.865 0.109 -0.002
H 5.135 0.477 3.592 2.257 0.992 1.063 0.089
H 4.459 0.903 -0.940 2.402 -0.664 0.074 0.080
H 8.682 -0.265 0.128 0.482 -1.837 1.710 0.081
H 7.513 1.633 0.055 -2.335 0.464 -0.486 0.079
H 3.833 2.904 3.417 -1.721 0.088 -1.881 0.121
H 5.928 0.203 -1.890 -0.321 0.807 1.991 0.099
H 6.815 -0.037 4.416 -1.505 1.889 -0.834 0.083
H 7.420 1.059 2.167 -1.047 1.499 1.417 0.071
H 1.870 1.345 3.683 -0.331 1.639 -1.692 0.070
H 9.807 -1.725 0.789 -1.632 1.712 0.211 0.061
H 5.875 -2.922 0.079 1.634 1.808 -0.503 0.115
H 6.539 2.658 -1.203 -0.625 -1.257 2.432 0.106
H 5.808 -0.177 1.361 0.032 0.067 0.447 0.027
H 5.915 1.481 5.099 0.386 -1.045 -2.387 0.083
H 8.029 2.085 3.626 -2.112 -0.470 -1.364 0.131
H 0.931 2.962 3.353 1.797 -1.470 -1.146 0.061


Entry 5:
18
Properties=species:S:1:pos:R:3:forces:R:3:nbo_charge:R:1 method="wB97M-V/def2-TZVPD" homo_ev=-9.65 gap_ev=10.0 de_lowest_ev=0.499 smiles="O=C(O)n1cnnc1.CN" max_force_ev_per_a=2.2 spin_multiplicity=1 e_lumo_ev=0.3
O -0.854 -1.104 -1.600 -0.110 -1.031 -0.055 -0.682
O -1.033 1.130 -1.357 0.167 -0.673 0.329 -0.572
N -1.800 -0.053 1.597 0.384 -0.127 -0.004 -0.850
N 0.911 0.042 -0.830 -0.658 -0.153 0.336 -0.452
N 2.874 -0.651 -0.170 -0.203 -0.411 -0.176 -0.272
N 2.910 0.722 -0.270 -0.254 0.331 -0.163 -0.271
C 1.736 1.121 -0.662 0.201 0.246 0.375 0.170
C -3.253 0.042 1.582 -0.368 0.067 -0.052 -0.411
C -0.454 0.088 -1.200 0.539 1.721 -1.273 0.942
C 1.687 -1.045 -0.524 0.262 -0.130 0.320 0.162
H -1.499 -1.014 -2.315 -0.299 0.182 0.373 0.516
H -1.391 0.709 2.129 -0.065 -0.140 -0.075 0.359
H -3.670 -0.802 1.015 0.113 0.245 0.155 0.190
H -3.718 0.046 2.582 0.060 -0.019 -0.229 0.168
H -3.553 0.966 1.066 0.093 -0.274 0.121 0.198
H 1.416 2.145 -0.825 0.086 -0.362 0.021 0.229
H 1.322 -2.068 -0.546 0.133 0.359 -0.029 0.223
H -1.495 -0.920 2.029 -0.081 0.168 0.028 0.354


Entry 6:
17
Properties=species:S:1:pos:R:3:forces:R:3:nbo_charge:R:1 method="wB97M-V/def2-TZVPD" homo_ev=-7.70 gap_ev=8.2 de_lowest_ev=4.475 smiles="C=C/C(O)=C/C.O" max_force_ev_per_a=5.3 spin_multiplicity=1 e_lumo_ev=0.5
O -2.933 2.582 1.042 -0.082 -1.851 0.152 -0.914
O -1.186 0.449 -0.655 0.617 -0.978 -0.093 -0.714
C 1.201 -0.947 1.622 -4.169 1.945 2.639 -0.329
C 0.986 -1.246 -2.306 -0.007 0.540 -1.015 -0.639
C 0.151 -0.126 1.245 3.318 0.363 -0.007 -0.256
C 1.037 -0.442 -1.062 -0.986 0.417 -0.160 -0.267
C 0.078 -0.018 -0.220 -1.285 1.395 -0.822 0.261
H -2.914 1.915 1.746 -0.519 -1.145 -0.821 0.460
H 1.937 -1.328 1.006 0.681 -1.016 -1.377 0.201
H 2.024 -0.271 -0.793 1.706 -0.215 1.472 0.188
H -2.678 3.220 1.663 0.693 2.912 0.661 0.459
H -0.430 0.627 1.905 0.683 -2.087 -0.874 0.215
H 1.176 -0.581 -3.240 -0.319 -1.557 1.227 0.220
H 1.149 -1.308 2.634 0.784 0.335 0.612 0.188
H 1.769 -2.074 -2.171 -1.065 1.214 -0.618 0.215
H -1.358 1.251 -0.139 -0.253 -0.204 -0.086 0.489
H -0.009 -1.703 -2.277 0.202 -0.069 -0.891 0.222